1.
DFT (ωB97M-V with the def2-TZVPD basis set) results for a molecular structure, C16H16IN6O2Tl in a non-equilibrium geometry.

Each line ends with the Mulliken charge.
CARTESIAN COORDINATES (ANGSTROEM)
Tl (0.18, -3.75, 1.20)  0.7546
I (1.57, -1.59, 3.53)  0.1615
O (1.66, -0.79, 0.43)  -0.1531
O (1.58, 3.13, -2.25)  -0.5251
N (-3.97, -1.65, 0.45)  -0.5661
N (-4.67, -0.78, -1.61)  -0.3550
N (-6.15, -1.15, 0.12)  -0.3666
N (4.09, -0.89, -2.27)  -0.5061
N (-1.58, -2.12, 0.46)  -0.6307
N (1.03, 0.39, 0.70)  0.4497
C (2.33, 0.78, -1.05)  0.7345
C (-0.68, 0.31, 4.03)  -0.5129
C (-4.91, -1.21, -0.36)  0.7383
C (-1.67, 1.26, 3.80)  -0.6555
C (0.10, 0.54, 1.77)  0.8361
C (-1.81, 1.81, 2.53)  -0.9367
C (3.05, 1.27, -2.15)  0.1799
C (3.39, -1.40, -1.27)  0.1392
C (1.40, 1.32, -0.15)  -0.5718
C (3.62, -2.82, -0.87)  -1.1182
C (-0.93, 1.45, 1.53)  -0.1982
C (2.85, 2.66, -2.67)  -0.7443
C (3.94, 0.37, -2.70)  -0.6387
C (0.19, -0.08, 3.02)  -0.3397
C (-2.72, -1.88, 0.36)  0.5095
C (2.48, -0.55, -0.64)  0.3743
H (-6.92, -0.81, -0.43)  0.1921
H (-2.33, 1.56, 4.59)  0.4418
H (3.64, 3.31, -2.28)  0.3292
H (-1.05, 1.85, 0.53)  0.5610
H (2.68, -3.36, -0.76)  0.1693
H (4.16, -2.87, 0.08)  0.3062
H (-5.43, -0.53, -2.22)  0.2177
H (-3.76, -0.88, -2.02)  0.1971
H (1.36, 3.93, -2.75)  0.3244
H (4.23, -3.31, -1.64)  0.3720
H (-2.59, 2.52, 2.33)  0.4465
H (-6.34, -1.52, 1.04)  0.2377
H (1.06, 2.34, -0.10)  0.8480
H (2.94, 2.65, -3.76)  0.4279
H (4.57, 0.64, -3.53)  0.4580
H (-0.59, -0.13, 5.01)  0.4119

F_max: 1.14 eV/A
E: -42666.048 eV
HOMO: -14.80 eV
energy relative to the best compared isomer or geometry (same formula, charge and spin): 0.0 kJ/mol
Kohn-Sham gap: 8.010 eV
charge: +2

---

2.
DFT (ωB97M-V with the def2-TZVPD basis set) results for a molecular structure, C7H9BrO2S in a non-equilibrium geometry.

Each line ends with the Löwdin spin population.
CARTESIAN COORDINATES (ANGSTROEM)
Br (-0.06, -1.56, 2.89)  0.0062
S (-2.63, -2.22, 1.39)  0.0016
O (0.21, 0.73, -1.36)  0.8538
O (-0.39, -1.65, 0.13)  0.0342
C (-1.13, -1.30, 1.26)  0.0029
C (-3.65, -0.73, 1.53)  0.0027
C (-1.63, 0.56, 1.15)  0.0123
C (1.02, -0.11, -1.12)  0.6200
C (0.89, -1.25, -0.15)  0.1745
C (2.35, -0.27, -1.99)  0.1956
C (-3.07, 0.45, 1.32)  0.0004
H (-1.24, 0.66, 0.13)  0.0034
H (3.16, -0.29, -1.14)  0.0311
H (1.35, -0.79, 0.70)  0.0257
H (2.36, -1.22, -2.44)  0.0218
H (-3.56, 1.40, 1.52)  0.0001
H (-4.75, -0.96, 1.58)  0.0002
H (2.45, 0.70, -2.58)  -0.0018
H (1.51, -2.02, -0.62)  0.0148
H (-1.15, 1.21, 1.88)  0.0004

F_max: 6.60 eV/A
E: -92370.542 eV
HOMO (alpha / beta): -5.57 / -8.45 eV
energy relative to the best compared isomer or geometry (same formula, charge and spin): 109.9 kJ/mol
Kohn-Sham gap (alpha / beta): 6.253 / 6.020 eV
charge: 0
multiplicity: 3

---

3.
DFT (ωB97M-V with the def2-TZVPD basis set) results for 17 unconnected molecules or ions with the total composition C51H102O17 in a non-equilibrium geometry.

Each line ends with the Mulliken charge.
CARTESIAN COORDINATES (ANGSTROEM)
O (-0.08, -5.24, -3.19)  -0.6013
O (-0.71, 1.14, 4.79)  -0.5220
O (0.48, 4.23, -1.09)  -0.2771
O (-0.69, 2.13, -5.80)  -0.5930
O (-2.91, 7.90, 1.94)  -0.5574
O (-3.08, -3.78, -3.93)  -0.4968
O (-2.29, 0.41, -1.98)  -0.3537
O (-4.05, -4.23, 1.32)  -0.4101
O (3.06, -3.80, 2.88)  -0.5185
O (3.44, -0.64, -3.49)  -0.5734
O (6.50, 1.14, 2.88)  -0.5928
O (0.34, -0.61, 1.42)  -0.5760
O (-4.78, -1.33, 1.86)  -0.6264
O (-2.55, 2.96, 2.48)  -0.4026
O (4.34, 4.92, -0.15)  -0.5231
O (4.86, -0.07, -0.37)  -0.5258
O (0.48, -6.35, 1.32)  -0.5167
C (-1.95, 4.23, -1.57)  -0.7905
C (0.66, -5.81, 2.40)  0.6031
C (2.99, 6.53, -1.17)  -1.1089
C (-5.21, -4.15, 1.67)  0.9925
C (-0.08, 4.41, -3.41)  -1.2628
C (-2.02, 3.51, 3.39)  0.9754
C (-0.07, 1.08, -5.92)  0.7417
C (3.74, -3.37, 0.61)  -0.3806
C (-2.60, 3.56, 4.80)  -1.6604
C (2.51, -2.88, -3.13)  -0.3128
C (-4.01, -1.19, -1.54)  -0.5633
C (6.15, 2.22, 2.47)  0.5463
C (-0.74, -5.64, -2.20)  0.7357
C (0.65, 0.39, -4.80)  0.7115
C (-1.27, -3.54, -5.41)  -0.4693
C (0.52, -0.93, -0.92)  0.7398
C (-3.42, 0.21, -1.52)  0.8025
C (-0.14, 0.27, -7.18)  -1.2201
C (-4.10, 6.06, 0.98)  -0.6051
C (1.66, 1.16, 4.37)  -0.9654
C (4.52, -1.98, 2.65)  -0.9838
C (6.01, 1.23, -2.06)  -1.3771
C (-3.98, -0.89, 4.08)  -1.4392
C (-0.07, -4.53, 2.73)  -0.0706
C (0.29, 0.47, 4.57)  0.6842
C (-2.50, -4.27, -4.89)  0.7982
C (0.24, -1.03, 4.61)  -0.4795
C (3.72, -3.12, 2.11)  0.4116
C (-6.36, -3.79, 0.80)  -1.3061
C (-0.71, 4.24, 3.26)  -0.7400
C (-2.47, -1.73, 2.28)  0.5572
C (3.52, 1.57, -1.43)  0.0931
C (3.62, -1.86, -3.37)  0.9650
C (7.16, 3.30, 2.08)  -1.3152
C (-0.92, -7.09, -1.87)  -1.3705
C (-0.41, 4.27, -1.95)  0.6526
C (5.03, -2.37, -3.26)  -1.1920
C (-3.82, -1.30, 2.65)  0.6606
C (-2.78, -5.53, -5.59)  -1.5043
C (-4.20, 1.33, -0.91)  -0.7380
C (-5.16, 8.40, 1.25)  -1.0070
C (1.58, -6.41, 3.45)  -1.3053
C (-5.53, -4.44, 3.13)  -1.0906
C (0.41, -0.09, 0.35)  0.5933
C (4.79, 0.80, -1.16)  0.9031
C (3.39, 5.68, -0.07)  0.9257
C (2.47, 5.65, 1.16)  -0.4629
C (-1.47, -4.68, -1.34)  0.3937
C (-3.95, 7.49, 1.45)  0.6604
C (4.76, 2.69, 2.64)  -0.2333
C (0.14, 1.41, 0.30)  -0.3650
H (4.78, -3.45, 0.32)  0.5347
H (-0.70, 0.86, -7.91)  0.3687
H (2.52, -3.04, -2.05)  -0.2503
H (-4.75, -5.04, 3.55)  0.3017
H (3.76, 2.62, -1.51)  0.4115
H (2.42, 7.42, -0.86)  0.3590
H (-1.34, -3.39, -6.51)  0.5468
H (-2.30, 5.26, -1.58)  0.5420
H (1.79, 1.59, 3.39)  -0.0922
H (-2.56, 3.62, -2.22)  0.5730
H (2.78, 1.46, -0.60)  -0.6304
H (-3.48, -1.86, -2.21)  0.1142
H (0.71, 0.92, -3.87)  -0.2418
H (2.41, 0.43, 4.48)  0.5704
H (-1.92, -7.44, -2.12)  0.3374
H (3.84, 6.96, -1.66)  0.4352
H (-3.37, -0.03, 4.35)  0.1479
H (-4.60, 1.13, 0.13)  0.2309
H (2.41, 6.60, 1.69)  0.5130
H (7.34, 3.82, 3.03)  0.3656
H (-0.20, -7.65, -2.45)  0.3592
H (1.17, -0.38, -1.62)  -0.5065
H (0.05, 3.79, 3.91)  0.2607
H (2.73, 4.78, 1.78)  -0.0694
H (5.69, -1.68, -2.75)  0.1714
H (-0.72, -1.35, 5.06)  0.2154
H (-6.85, -2.91, 1.25)  0.2735
H (1.15, -1.38, 5.16)  0.5508
H (8.08, 2.81, 1.80)  0.3497
H (-3.54, -6.19, -5.25)  0.3846
H (-5.56, -3.48, 3.75)  0.1232
H (2.96, 1.22, -2.33)  0.0313
H (-4.98, -0.69, 4.40)  0.4004
H (-0.81, 5.23, 3.65)  0.6045
H (-2.22, -2.66, 2.83)  0.1083
H (-2.75, 4.61, 5.09)  0.4739
H (2.22, -5.61, 3.89)  0.2540
H (4.30, -1.02, 2.22)  0.0684
H (2.59, -3.76, -3.74)  0.7029
H (0.92, 1.99, 0.73)  0.1614
H (1.48, 5.52, 0.75)  0.0053
H (-0.33, 3.54, -3.96)  0.1775
H (-2.54, -4.95, -1.31)  0.4153
H (-1.85, -6.10, -5.53)  0.3226
H (-5.07, -1.15, -1.77)  0.5653
H (2.35, 6.07, -1.89)  -0.0053
H (-1.37, -3.62, -1.63)  -0.2533
H (5.95, 0.57, -2.90)  0.2838
H (1.73, 2.04, 5.01)  0.4950
H (3.27, -4.36, 0.37)  0.3730
H (-5.13, 1.51, -1.48)  0.4350
H (0.97, -6.73, 4.34)  0.3619
H (-6.11, 7.84, 1.03)  0.2963
H (4.73, 3.78, 2.66)  0.3816
H (-2.06, 3.06, 5.60)  0.3046
H (-4.00, -1.61, -0.54)  -0.1707
H (-1.10, -4.80, -0.31)  -0.2783
H (-0.77, -7.19, -0.77)  0.2988
H (5.99, 2.29, -2.41)  0.3252
H (-4.25, 6.06, -0.09)  0.3492
H (-0.78, 1.62, 0.80)  0.3765
H (-3.60, -1.78, 4.65)  0.3863
H (6.82, 3.90, 1.26)  0.3277
H (3.18, -2.53, 0.13)  -0.3420
H (-7.03, -4.64, 0.79)  0.4862
H (-3.17, 5.51, 1.17)  -0.1236
H (0.28, -1.43, 3.63)  -0.3419
H (5.43, -2.44, -4.27)  0.4047
H (4.30, -1.93, 3.72)  0.4032
H (4.09, 2.45, 1.76)  -0.1216
H (0.00, 1.81, -0.71)  -0.5058
H (-3.58, 3.12, 4.77)  0.3458
H (-0.30, 4.19, 2.23)  -0.1560
H (0.61, -3.68, 2.49)  -0.0023
H (-0.40, -4.38, 3.73)  0.5783
H (-0.60, 5.23, -3.83)  0.4834
H (-0.63, -0.68, -6.99)  0.1558
H (-2.01, 3.88, -0.52)  -0.3049
H (-6.14, -3.51, -0.26)  0.2027
H (1.02, 4.53, -3.52)  0.2344
H (0.81, 0.05, -7.58)  0.3840
H (0.92, -1.90, -0.67)  0.1521
H (-2.91, -5.34, -6.64)  0.4122
H (-4.96, 5.61, 1.54)  0.4124
H (4.29, 2.27, 3.50)  0.3089
H (0.25, -0.63, -4.69)  -0.6414
H (1.57, -2.38, -3.33)  -0.2903
H (-5.04, 9.13, 0.43)  0.2784
H (5.62, -2.08, 2.59)  0.4185
H (-1.75, -1.01, 2.59)  0.0652
H (1.71, 0.14, -5.05)  0.3407
H (-6.47, -4.94, 3.34)  0.4382
H (6.91, 1.00, -1.52)  0.4251
H (-0.50, -0.92, -1.35)  -0.0993
H (-3.65, 2.27, -0.78)  -0.2228
H (-0.38, -4.15, -5.15)  0.2209
H (-2.47, -1.90, 1.22)  -0.3877
H (-5.39, 9.03, 2.17)  0.2990
H (-1.22, -2.54, -4.98)  -0.3015
H (5.14, -3.32, -2.73)  0.3158
H (-0.98, -4.53, 2.10)  -0.2510
H (2.15, -7.24, 3.10)  0.3370

F_max: 3.26 eV/A
E: -89347.445 eV
HOMO: -9.29 eV
energy relative to the best compared isomer or geometry (same formula, charge and spin): 129.6 kJ/mol
Kohn-Sham gap: 9.914 eV
charge: 0